Entry 1:
Entry from the OMol25 dataset: a cluster of 4 separate species, C3H10N2O3 in total at a distorted geometry (wB97M-V/def2-TZVPD).

The SMILES is c1c[nH]cn1.O.O.O. The gap between HOMO and LUMO comes out at 8.83 eV. As for the energy relative to the best compared isomer or geometry (same formula, charge and spin): 33.9 kcal per mole.

Last column: Mulliken charge in e.
Positions of all 18 atoms, in Å:
C (1.803000, -2.320976, -0.939222)  -0.336
C (2.720748, -1.801242, -0.006118)  -0.201
N (2.050351, -1.051153, 0.911009)  -0.031
C (0.743340, -1.255521, 0.608862)  -0.097
N (0.560884, -1.965031, -0.507542)  -0.513
H (1.968262, -3.136740, -1.644473)  0.337
H (3.808850, -1.734806, 0.016711)  0.349
H (2.447898, -0.502314, 1.651596)  0.193
H (-0.081247, -0.732942, 1.081656)  0.310
H (-0.735382, 2.048398, 1.858767)  0.330
H (-1.381686, 0.840759, 2.407902)  0.310
O (-0.562014, 1.342971, 2.490642)  -0.645
H (-2.240502, 4.250452, 0.564864)  0.322
H (-0.587677, 4.030436, 0.649436)  0.338
O (-1.473821, 3.691470, 0.471431)  -0.664
H (-3.912371, -0.022528, -2.745708)  0.322
H (-3.287885, 1.350364, -2.532457)  0.317
O (-3.710673, 0.801572, -3.201601)  -0.640

Cartesian forces (eV/Å) of the 2 atoms listed first:
C 1.25 -0.01 2.36
C 1.39 0.01 -1.54

=====

Entry 2:
Entry from the OMol25 dataset: a structure of composition C43H47N4O3SZr (wB97M-V/def2-TZVPD).

As for the total charge: +1. The gap between HOMO and LUMO comes out at 8.27 eV. As for the energy relative to the best compared isomer or geometry (same formula, charge and spin): 0.0 kcal per mole.

Last column: Mulliken charge in e.
Positions of all 99 atoms, in Å:
Zr (-0.050410, -0.233462, -0.554362)  0.060
O (-1.534250, 0.273484, -1.751522)  1.079
C (-2.621771, -0.591872, -1.997393)  2.267
C (-3.559672, -0.457604, -0.783168)  -1.465
C (-3.073755, -1.064744, 0.511481)  0.276
C (-3.976234, -1.785380, 1.279904)  -0.876
C (-3.564800, -2.377596, 2.457896)  -1.000
C (-2.247349, -2.236349, 2.851494)  -0.978
C (-1.384475, -1.498238, 2.062717)  -0.425
C (0.054184, -1.343821, 2.459427)  -0.841
C (1.002578, -2.191282, 1.568423)  3.329
O (0.738879, -1.860527, 0.219133)  -0.051
C (0.704014, -3.667630, 1.804741)  -0.940
C (-0.038279, -4.386155, 0.878973)  0.863
C (-0.376226, -5.710133, 1.128242)  -0.751
C (0.021146, -6.323231, 2.305999)  -0.718
C (0.766214, -5.607131, 3.234589)  -0.976
C (1.106848, -4.287029, 2.984512)  -0.588
C (2.462403, -1.847555, 1.857137)  -0.416
C (3.404131, -2.101071, 0.861309)  -0.437
C (4.738730, -1.788938, 1.056783)  -1.066
C (5.156986, -1.222731, 2.255408)  -0.583
C (4.229559, -0.975883, 3.253761)  -1.001
C (2.887620, -1.283399, 3.054632)  0.378
N (-1.792110, -0.914885, 0.911496)  0.841
C (-3.355738, -0.159937, -3.264493)  -0.447
C (-2.908392, 0.930648, -3.996929)  -0.096
C (-3.574277, 1.318569, -5.153274)  -1.104
C (-4.689665, 0.620495, -5.585650)  -0.560
C (-5.137149, -0.475312, -4.859225)  -1.185
C (-4.472210, -0.863394, -3.707839)  -0.167
C (-2.054670, -2.004459, -2.176632)  0.129
C (-2.764436, -3.148346, -1.817880)  -0.381
C (-2.231234, -4.407705, -2.040740)  -0.992
C (-0.971211, -4.548855, -2.609996)  -0.731
C (-0.252632, -3.420258, -2.964735)  -0.779
C (-0.795397, -2.155825, -2.760441)  0.112
H (-4.536612, -0.883849, -1.007239)  0.504
H (-3.713536, 0.617032, -0.652499)  0.591
H (-4.997588, -1.884662, 0.938906)  0.530
H (-4.260501, -2.950076, 3.057044)  0.448
H (-1.876492, -2.697964, 3.755772)  0.544
H (0.162431, -1.642523, 3.500412)  1.112
H (0.356753, -0.294128, 2.393480)  -0.079
H (-0.344561, -3.907338, -0.040352)  -0.407
H (-0.950539, -6.263389, 0.395273)  0.424
H (-0.239094, -7.355570, 2.498854)  0.422
H (1.091126, -6.081803, 4.151192)  0.432
H (1.705883, -3.743117, 3.706162)  0.438
H (3.078256, -2.535788, -0.074370)  0.541
H (5.457256, -1.991441, 0.273203)  0.455
H (6.201223, -0.985044, 2.410612)  0.446
H (4.545253, -0.544971, 4.195504)  0.506
H (2.186044, -1.072076, 3.851395)  0.381
H (-2.034182, 1.472760, -3.663974)  0.290
H (-3.215130, 2.168932, -5.718318)  0.457
H (-5.206696, 0.922852, -6.486456)  0.411
H (-6.002822, -1.031777, -5.193377)  0.432
H (-4.823036, -1.733308, -3.164361)  0.341
H (-3.744888, -3.063848, -1.366463)  0.448
H (-2.800272, -5.285554, -1.762536)  0.461
H (-0.556125, -5.533974, -2.775672)  0.441
H (0.724401, -3.515193, -3.419795)  0.464
H (-0.261146, -1.287535, -3.135750)  0.515
C (5.105210, 4.126021, 2.285084)  -1.179
C (3.644942, 4.030180, 2.714348)  -0.469
C (3.065854, 2.620686, 2.613282)  -0.275
C (3.104067, 2.032691, 1.209434)  -0.142
N (2.423848, 2.874301, 0.216621)  0.019
C (1.128673, 2.870519, -0.065992)  0.252
S (0.006683, 1.937105, 0.890323)  -0.623
N (0.690578, 3.602761, -1.078453)  -0.027
C (-0.704167, 3.746810, -1.514469)  -0.185
C (-1.512415, 4.750689, -0.702732)  -0.555
C (-1.049875, 6.205479, -0.789422)  -0.695
C (0.201030, 6.540300, 0.021255)  -1.007
H (5.502179, 5.123922, 2.467815)  0.383
H (5.240245, 3.917694, 1.220895)  0.277
H (5.723122, 3.415362, 2.837828)  0.283
H (3.036506, 4.720555, 2.121511)  0.116
H (3.549029, 4.365655, 3.748514)  0.434
H (2.034369, 2.615268, 2.973530)  0.222
H (3.629785, 1.940229, 3.257065)  0.338
H (2.666200, 1.034950, 1.187891)  -0.706
H (4.130624, 1.929201, 0.859895)  0.607
H (3.017086, 3.450094, -0.363631)  0.363
H (1.382573, 4.088957, -1.630610)  0.450
H (-1.175009, 2.763929, -1.485558)  -0.585
H (-0.655081, 4.054254, -2.560028)  0.619
H (-1.538109, 4.428538, 0.342221)  0.230
H (-2.539064, 4.679376, -1.071323)  0.488
H (-1.866313, 6.834585, -0.429859)  0.379
H (-0.902512, 6.481110, -1.838574)  0.294
H (0.102684, 6.187302, 1.050538)  0.247
H (0.360374, 7.617741, 0.055031)  0.437
H (1.107070, 6.097768, -0.395279)  0.196
O (1.979775, 2.076918, -3.435824)  -0.596
C (1.758979, 1.272964, -2.611216)  0.837
N (1.558700, 0.466977, -1.740538)  -0.756

Cartesian forces (eV/Å) of the 2 atoms listed first:
Zr 0.24 0.22 -0.34
O 0.28 -0.35 0.33

=====

Entry 3:
Entry from the OMol25 dataset: an isolated molecule of C19H32N2O4S (wB97M-V/def2-TZVPD).

The SMILES is CCCCCCNC(=O)C[C@H](NS(=O)(=O)c1ccc(OC)cc1)C(C)C. The gap between HOMO and LUMO comes out at 9.51 eV. As for the energy relative to the best compared isomer or geometry (same formula, charge and spin): 0.6 kcal per mole.

Last column: Mulliken charge in e.
Positions of all 58 atoms, in Å:
C (-3.989364, -4.439512, -1.032072)  -1.384
C (-3.535949, -3.378753, -0.036361)  0.049
C (-4.210783, -2.032888, -0.289212)  -0.866
C (-3.746604, -0.979649, 0.713611)  0.464
C (-4.300994, 0.405631, 0.389995)  -0.559
H (-3.964123, 0.712485, -0.602139)  0.278
H (-5.392925, 0.370490, 0.379073)  0.409
C (-3.859420, 1.466441, 1.402122)  -1.115
N (-2.429717, 1.678955, 1.389675)  -0.044
C (-1.863149, 2.644616, 0.649896)  0.068
O (-2.483948, 3.502626, 0.050899)  -0.690
C (-0.334871, 2.604989, 0.623962)  -0.425
H (0.015468, 3.633632, 0.685238)  0.592
H (0.058590, 2.025126, 1.455143)  0.162
C (0.108304, 1.997554, -0.711240)  -0.636
N (-0.302716, 0.601326, -0.749631)  -0.023
S (0.112332, -0.603228, 0.307081)  1.297
O (-0.308103, -0.235761, 1.633867)  -0.879
O (-0.446248, -1.787497, -0.276116)  -0.775
C (1.888453, -0.789032, 0.335448)  -0.398
C (2.623673, -0.233879, 1.361714)  -0.428
C (3.999683, -0.383755, 1.389714)  -0.517
C (4.637521, -1.100760, 0.377621)  0.831
C (3.874682, -1.673685, -0.647526)  -0.946
C (2.505645, -1.521388, -0.663804)  -0.392
H (1.898885, -1.982025, -1.427379)  0.531
H (4.386543, -2.237793, -1.410340)  0.446
O (5.971264, -1.306872, 0.299599)  -0.436
C (6.804158, -0.790809, 1.313615)  -0.833
H (6.551750, -1.211283, 2.291488)  0.343
H (6.751313, 0.301095, 1.359073)  0.338
H (7.814699, -1.091198, 1.042564)  0.240
H (4.559874, 0.053708, 2.200130)  0.425
H (2.108461, 0.303941, 2.142059)  0.469
H (-0.392474, 0.212731, -1.672525)  0.443
H (-0.462029, 2.501759, -1.503219)  0.620
C (1.611275, 2.195999, -1.010721)  1.497
C (1.969780, 3.680426, -1.084865)  -1.660
H (1.294275, 4.200927, -1.759624)  0.341
H (2.984717, 3.796721, -1.458385)  0.461
H (1.918851, 4.155497, -0.109813)  0.423
C (1.980223, 1.527292, -2.336009)  -1.703
H (3.035439, 1.680923, -2.550289)  0.451
H (1.801243, 0.455404, -2.306114)  0.314
H (1.399319, 1.958967, -3.148755)  0.375
H (2.193219, 1.731944, -0.208145)  -0.332
H (-1.841913, 0.924040, 1.720799)  0.326
H (-4.323064, 2.425137, 1.155679)  0.431
H (-4.156710, 1.169510, 2.411891)  0.434
H (-2.656145, -0.953869, 0.702686)  -0.458
H (-4.064809, -1.271586, 1.717807)  0.270
H (-3.965025, -1.697499, -1.299390)  0.343
H (-5.297172, -2.145690, -0.231427)  0.405
H (-2.455054, -3.243670, -0.106872)  0.031
H (-3.766771, -3.712556, 0.978129)  0.331
H (-3.747397, -4.135459, -2.048106)  0.328
H (-5.065551, -4.591474, -0.968116)  0.342
H (-3.496602, -5.388314, -0.832384)  0.391

Cartesian forces (eV/Å) of the 2 atoms listed first:
C 0.12 0.08 0.23
C -0.21 0.03 -0.27

=====

Entry 4:
Entry from the OMol25 dataset: a cluster of 2 separate species, C3H10N2S in total at a distorted geometry (wB97M-V/def2-TZVPD).

The SMILES is CNSC.C=N. The gap between HOMO and LUMO comes out at 9.27 eV. As for the energy relative to the best compared isomer or geometry (same formula, charge and spin): 53.6 kcal per mole.

Last column: Mulliken charge in e.
Positions of all 16 atoms, in Å:
C (0.049150, 2.785895, -0.474765)  -0.781
C (2.517749, -3.892804, 0.972601)  -0.207
C (-2.557260, 0.617232, -0.147571)  -0.713
N (-0.356916, 1.610920, -1.286875)  -0.450
N (2.101080, -2.838806, 1.565913)  -0.527
S (-0.768737, 0.192348, -0.381931)  -0.044
H (0.890816, 3.195152, -1.016827)  0.343
H (0.317569, 2.514696, 0.542746)  0.310
H (-0.733931, 3.469700, -0.380634)  0.248
H (1.987209, -4.519393, 0.234579)  0.216
H (0.393396, 1.294135, -1.791755)  0.303
H (3.483913, -4.160607, 1.186760)  0.256
H (-2.594805, 1.643965, -0.476793)  0.225
H (-2.889691, 0.489490, 0.825998)  0.297
H (-3.099903, -0.054749, -0.776282)  0.261
H (1.260361, -2.347175, 1.404837)  0.265

Cartesian forces (eV/Å) of the 2 atoms listed first:
C 0.94 -1.73 -0.41
C -3.26 2.09 -0.16